Record 1
{
  "formula": "C4H5I3N4",
  "method": "wB97M-V/def2-TZVPD",
  "de_lowest_kcal_mol": 15.1,
  "homo_energy_ev": -8.90,
  "multiplicity": 1,
  "charge": 0,
  "e_lumo_ev": -1.162,
  "homo_lumo_gap_ev": 7.73,
  "species": ["C", "C", "C", "C", "N", "N", "N", "N", "I", "I", "I", "H", "H", "H", "H", "H"],
  "xyz": [[0.54023, -1.62160, -1.53006], [1.37214, -1.12174, -0.61261], [-2.13482, 0.96207, 0.70456], [1.29880, 0.11913, 0.11304], [-1.47131, 2.24383, 0.50030], [-0.26788, 2.03581, 0.21203], [-1.08447, -0.09235, 0.50932], [-0.02709, 0.74307, 0.02396], [3.24605, -2.05800, -0.36997], [2.67087, 1.72633, -0.90394], [2.01453, 0.10972, 2.14589], [0.59049, -2.61068, -2.07424], [-0.40860, -1.29406, -1.58969], [-2.77284, 0.72321, 1.64071], [-2.74535, 0.77052, -0.16284], [-0.82076, -0.63526, 1.39354]]
}

***

Record 2
{
  "formula": "C4H5IN2O2",
  "method": "wB97M-V/def2-TZVPD",
  "smiles": "[H]/N=C1\\O[C@@]1(C)I.N=C=O",
  "de_lowest_kcal_mol": 62.1,
  "homo_energy_ev": -9.74,
  "multiplicity": 1,
  "charge": 0,
  "e_lumo_ev": 0.247,
  "homo_lumo_gap_ev": 9.99,
  "species": ["C", "C", "C", "C", "N", "N", "O", "O", "I", "H", "H", "H", "H", "H"],
  "xyz": [[0.71899, -1.25371, 0.78339], [-0.61793, 1.11675, -2.53213], [0.45675, 0.05215, 1.26112], [-0.93319, 0.56034, 1.25340], [0.82769, -2.01096, -0.19664], [0.41090, 0.52254, -2.43905], [0.53886, -1.10774, 2.08515], [-1.57858, 1.75745, -2.38649], [2.07605, 1.45018, 1.30113], [-1.45132, 0.20783, 0.36068], [-0.97257, 1.71458, 1.29233], [-1.44075, 0.20511, 2.12506], [1.05137, -2.98487, 0.04593], [0.91372, -0.22964, -2.95389]]
}

***

Record 3
{
  "formula": "C4H5InNO4",
  "method": "wB97M-V/def2-TZVPD",
  "de_lowest_kcal_mol": 0.0,
  "homo_energy_ev": -26.16,
  "multiplicity": 1,
  "charge": 3,
  "e_lumo_ev": -15.730,
  "homo_lumo_gap_ev": 10.43,
  "species": ["In", "C", "O", "C", "O", "C", "O", "C", "O", "H", "H", "N", "H", "H", "H"],
  "xyz": [[-0.31108, 0.17490, -0.00719], [-1.23832, -0.59690, -2.02160], [-1.74245, -0.86678, -3.01395], [-1.23938, 2.55925, -0.21502], [-1.78129, 3.53521, -0.52088], [1.82384, 1.16252, -1.13913], [2.72328, 1.28537, -1.82892], [-2.17102, -0.59827, 1.47802], [-3.22108, -0.81840, 1.86487], [0.97568, 0.72662, 2.23031], [0.55113, 1.33605, 1.94675], [1.21783, -1.73521, 0.29175], [1.42156, -2.14472, -0.62867], [0.85580, -2.49458, 0.85574], [2.13550, -1.52505, 0.70793]]
}

***

Record 4
{
  "formula": "C4H5InNO4",
  "method": "wB97M-V/def2-TZVPD",
  "de_lowest_kcal_mol": 19.3,
  "homo_energy_ev": -22.84,
  "multiplicity": 1,
  "charge": 3,
  "e_lumo_ev": -16.058,
  "homo_lumo_gap_ev": 6.78,
  "species": ["In", "C", "O", "C", "O", "C", "O", "C", "O", "H", "H", "N", "H", "H", "H"],
  "xyz": [[-0.15040, 0.75957, -0.25864], [-0.02849, 2.98272, -0.84947], [0.01255, 4.02290, -1.33722], [0.13279, -0.40046, -2.60524], [-0.00346, -1.10477, -3.50563], [-2.37724, 0.32666, -0.22446], [-3.46122, -0.08087, -0.08838], [2.34165, 0.27931, -0.14102], [3.40491, -0.03788, 0.15866], [-0.05362, -3.82915, 1.49676], [-0.02436, -3.91713, 0.76111], [-0.40577, 0.87021, 2.37592], [-0.99209, 1.60782, 2.74889], [0.45613, 0.82845, 2.91317], [-0.91188, -0.01807, 2.46184]]
}

***

Record 5
{
  "formula": "C4H5KO5",
  "method": "wB97M-V/def2-TZVPD",
  "de_lowest_kcal_mol": 0.0,
  "homo_energy_ev": -8.18,
  "multiplicity": 1,
  "charge": 0,
  "e_lumo_ev": -0.494,
  "homo_lumo_gap_ev": 7.69,
  "species": ["O", "C", "C", "O", "O", "C", "H", "H", "H", "H", "O", "C", "O", "H", "K"],
  "xyz": [[0.02865, 0.36406, -1.40076], [-0.07168, -0.94919, -1.54262], [-1.26634, 1.01478, -1.21978], [1.89350, -1.00592, 1.00703], [-1.31883, -1.24671, -1.74858], [-2.21971, -0.10968, -1.58923], [-1.24339, 1.88684, -1.87884], [-1.40909, 1.35792, -0.19028], [-2.75259, 0.04814, -2.53116], [-2.92333, -0.36376, -0.79055], [2.16728, -1.42985, 3.25336], [2.30011, -0.57175, 2.22024], [2.43283, 0.64695, 2.49766], [1.79464, -0.94979, 4.00450], [2.58795, 1.30797, -0.09098]]
}

***

Record 6
{
  "formula": "C4H5Li2MgO2",
  "method": "wB97M-V/def2-TZVPD",
  "de_lowest_kcal_mol": 0.0,
  "homo_energy_ev": [-5.86, -6.03],
  "multiplicity": 2,
  "charge": 0,
  "e_lumo_ev": [-1.322, -1.392],
  "homo_lumo_gap_ev": [4.54, 4.63],
  "species": ["O", "C", "C", "Mg", "Li", "H", "H", "H", "H", "C", "C", "O", "Li", "H"],
  "xyz": [[1.42431, 1.76833, 2.23978], [1.74194, 1.26676, 0.98975], [3.16995, 1.03326, 0.56528], [-0.39032, 1.09550, 2.78883], [2.47609, 3.03554, 2.88527], [1.17274, 1.67910, 0.12901], [1.42928, 0.21366, 0.90179], [3.57952, 1.98483, 0.18633], [3.76809, 0.70002, 1.42665], [3.11420, -0.04060, -0.98399], [2.05851, -0.65338, -1.49382], [0.82581, -0.82663, -1.26841], [-0.53738, -0.33003, -0.17088], [4.07847, 0.06328, -1.47525]]
}

***

Record 7
{
  "formula": "C4H5Li2O",
  "method": "wB97M-V/def2-TZVPD",
  "de_lowest_kcal_mol": 64.2,
  "homo_energy_ev": [-4.97, -4.61],
  "multiplicity": 2,
  "charge": 0,
  "e_lumo_ev": [-0.029, -0.996],
  "homo_lumo_gap_ev": [4.94, 3.61],
  "species": ["C", "C", "C", "H", "H", "H", "H", "O", "C", "Li", "Li", "H"],
  "xyz": [[-0.22691, -0.20141, 2.05688], [0.25477, -0.73287, 0.94581], [1.04534, -1.30489, 0.04909], [-1.29262, 0.01593, 2.15812], [0.42455, 0.00667, 2.90928], [1.60978, -0.71250, -0.66761], [1.09366, -2.39629, -0.02619], [-0.91022, 0.98480, -2.38173], [-0.87039, -0.25470, -2.11731], [0.25741, 1.94881, 0.74736], [0.50106, 3.37624, -1.47178], [-1.88642, -0.72980, -2.20192]]
}

***

Record 8
{
  "formula": "C4H5N",
  "method": "wB97M-V/def2-TZVPD",
  "de_lowest_kcal_mol": 117.6,
  "homo_energy_ev": -7.66,
  "multiplicity": 1,
  "charge": 0,
  "e_lumo_ev": 0.764,
  "homo_lumo_gap_ev": 8.43,
  "species": ["C", "C", "C", "C", "N", "H", "H", "H", "H", "H"],
  "xyz": [[-1.51453, -1.19909, 1.21286], [-0.97438, -0.45144, 0.43375], [-0.30614, 0.56398, -0.37255], [0.89758, 1.29640, 0.15038], [1.03398, 0.14331, -0.87453], [-1.98768, -1.85502, 1.91323], [-0.95714, 1.02865, -1.12118], [1.17167, 0.82077, 1.10049], [1.35336, 0.47363, -1.77246], [1.28328, -0.82118, -0.66999]]
}